DFT (the ωB97M-V functional and the def2-TZVPD basis) results for 2 unconnected molecules or ions with the total composition C3H8N2O.

Results
energy above the lowest of the compared OMol25 structures with the same formula, charge and spin = 2.678 eV
calculated total energy = -303.793728 a.u.
orbital gap = 10.41 eV
HOMO level = -9.61 eV

ORCA input file:
```
! wB97M-V def2-TZVPD RIJCOSX def2/J DEFGRID3
* xyz 0 1
O 3.10 1.07 1.55
N -1.07 -0.50 -1.27
N -2.21 -0.73 0.84
C 3.36 0.39 0.60
C -1.27 -1.12 -0.20
C -1.80 0.74 -1.54
H 3.45 -0.70 0.69
H -2.66 0.90 -0.88
H -1.73 -0.67 1.74
H 3.62 0.83 -0.37
H -2.13 0.71 -2.58
H -0.71 -2.03 -0.01
H -2.89 -1.48 0.96
H -1.11 1.57 -1.44
*
```

Atomic partial charges in e from the natural (NBO) method, atoms 1 to 5:
1 O -0.492
2 N -0.399
3 N -0.897
4 C 0.282
5 C 0.255

---

DFT (the ωB97M-V functional and the def2-TZVPD basis) results for a molecular structure, C3H8N2O at a distorted geometry.

Results
energy above the lowest of the compared OMol25 structures with the same formula, charge and spin = 6.942 eV
calculated total energy = -303.637017 a.u.
orbital gap = 8.05 eV
HOMO level = -7.20 eV

ORCA input file:
```
! wB97M-V def2-TZVPD RIJCOSX def2/J DEFGRID3
* xyz 0 1
O -0.58 1.46 0.11
N -1.85 -0.56 -0.50
N -1.08 0.58 0.74
C 1.27 -0.30 -0.20
C 0.99 -0.69 1.10
C 1.23 1.15 -0.46
H 1.50 1.40 -1.50
H -2.71 -0.67 0.08
H -2.19 -0.31 -1.40
H 1.63 1.84 0.19
H 0.61 -1.66 1.44
H 1.06 -0.02 1.86
H 1.26 -0.94 -1.01
H -1.15 -1.28 -0.46
*
```

Atomic partial charges in e from the natural (NBO) method, atoms 1 to 5:
1 O -0.280
2 N -0.878
3 N 0.057
4 C -0.306
5 C -0.379